[1]
{"formula": "C4H7NO2", "method": "ωB97M-V with the def2-TZVPD basis set", "symbols": ["C", "O", "C", "H", "H", "H", "H", "H", "H", "N", "C", "O", "H", "C"], "coordinates": [[-0.77381, -0.52525, 1.01063], [1.24989, 1.06757, -1.51401], [0.75942, 1.07814, -0.17894], [2.84041, 0.34744, -0.29167], [-1.93259, -2.14034, 1.46041], [-1.08829, 0.34350, -0.96255], [-2.47906, -1.26964, 0.06455], [-1.28105, 1.45041, 0.39513], [1.06074, 1.95316, 0.39544], [-1.85451, -1.34108, 0.85044], [-0.67293, 0.62097, 0.01302], [0.03816, -0.68787, 1.90352], [1.56704, -0.90048, -0.74763], [1.80949, 0.14971, -0.58332]], "forces_ev_per_angstrom": [[0.09, 0.00, 0.10], [-0.02, 0.13, -0.24], [-0.05, 0.08, 0.24], [-0.17, -0.03, -0.05], [-0.02, 0.12, -0.05], [0.07, -0.03, 0.14], [0.15, 0.04, 0.10], [0.06, -0.15, -0.04], [-0.04, -0.13, -0.08], [0.01, -0.09, 0.04], [0.06, 0.05, -0.03], [-0.28, 0.03, -0.27], [-0.02, 0.18, 0.00], [0.15, -0.21, 0.14]], "orbital_gap_ha": 0.398, "smiles": "NC(=O)C[C@H]1CO1", "e_lumo_ev": 0.85, "de_lowest_kcal_mol": 32.95, "e_tot_ha": -361.82835, "homo_ev": -9.99}



[2]
{"formula": "C4H7NO2", "method": "ωB97M-V with the def2-TZVPD basis set", "symbols": ["H", "O", "H", "C", "N", "H", "C", "O", "H", "C", "H", "C", "H", "H"], "coordinates": [[0.22409, -2.52764, 0.09237], [-1.93298, -0.77340, -0.36478], [2.55581, -0.68627, 0.50540], [-0.12845, 0.84105, -0.02584], [-0.50698, -0.52728, -0.18946], [0.52727, -1.50030, 1.59518], [1.29985, 1.04878, -0.16974], [-0.95333, 1.63691, 0.30114], [2.00589, -0.95235, -1.17760], [0.49678, -1.39931, 0.42657], [1.90490, 1.52161, -1.17181], [1.60676, -0.59943, -0.13024], [1.97625, 1.59797, 0.66270], [-2.20452, -0.01666, 0.72460]], "forces_ev_per_angstrom": [[1.38, 2.64, 0.27], [1.89, 3.54, 6.29], [-1.26, -0.12, -0.69], [-1.76, -0.79, -0.08], [-1.08, 0.78, -1.13], [-0.38, 0.71, -1.82], [5.37, -1.56, -0.83], [-1.58, 1.37, 0.36], [-1.31, 0.63, 1.88], [-2.69, -2.39, 0.54], [-2.68, -1.41, 2.40], [6.27, 0.58, -1.23], [-2.44, -1.29, -1.39], [0.27, -2.70, -4.59]], "orbital_gap_ha": 0.363, "e_lumo_ev": 0.57, "de_lowest_kcal_mol": 144.11, "e_tot_ha": -361.65120, "homo_ev": -9.31}



[3]
{"formula": "C4H7NO2", "method": "ωB97M-V with the def2-TZVPD basis set", "symbols": ["O", "H", "H", "O", "C", "C", "H", "C", "H", "H", "H", "H", "C", "N"], "coordinates": [[-2.03043, 1.22709, 0.73171], [-1.77402, -1.41517, -0.57009], [2.94444, 0.00496, 0.20035], [1.51893, -1.10042, -0.89707], [-0.98610, -1.19798, 0.15721], [1.93147, 0.34554, 0.13459], [0.95973, 0.74546, -1.86024], [-0.36279, 0.12072, -0.19364], [-0.23646, -1.99062, 0.10350], [-1.44677, -1.16865, 1.14921], [1.52463, 0.84678, 1.02827], [-2.22631, 2.16240, 0.86036], [0.98018, 0.14501, -0.95102], [-0.79650, 1.27488, 0.10685]], "forces_ev_per_angstrom": [[-0.30, 0.24, 0.32], [-0.02, -0.05, 0.08], [0.64, 0.75, -0.87], [0.46, 0.27, 1.54], [-0.12, 0.08, -0.07], [0.25, -0.54, -0.04], [0.13, -0.25, -0.22], [-0.44, 0.51, -0.36], [-0.18, 0.23, 0.02], [0.07, 0.09, -0.20], [-0.08, -1.44, 0.17], [-0.08, -0.13, 0.08], [-0.44, 0.64, 0.05], [0.11, -0.38, -0.51]], "orbital_gap_ha": 0.351, "e_lumo_ev": -0.21, "de_lowest_kcal_mol": 137.62, "e_tot_ha": -361.66154, "homo_ev": -9.75}